(1)
Here is C2H8P2S2 in the gas phase from the OMol25 dataset. Energies are from ωB97M-V/def2-TZVPD.

Geometry as XYZ:
```
14
C2H8P2S2, DFT ωB97M-V/def2-TZVPD
S 1.978 -1.127 -3.024
P 0.594 -1.225 -1.683
C 0.888 -0.692 0.088
C -0.294 -0.052 0.807
P -0.742 1.628 0.188
S -1.620 2.371 1.965
H -0.618 -0.763 -2.007
H 0.225 -2.470 -1.250
H 1.708 0.018 0.224
H 1.184 -1.651 0.527
H -0.165 -0.088 1.887
H -1.215 -0.762 0.581
H 0.767 2.146 0.351
H -2.692 2.667 1.345
```

Calculated values
SMILES = S=[PH2]CCPS
Energy above the lowest of the compared OMol25 structures with the same formula, charge and spin = 0.46 kcal per mole
Charge = 0
Calculated total energy = -1560.04906 hartree
Multiplicity = 1

Now the Löwdin charges, all in e: 0.10, 0.27, -0.48, -0.64, 0.50, 0.35, -0.06, -0.04, 0.06, 0.07, 0.05, 0.10, -0.01, -0.27

---

(2)
Here is a molecular structure, C31H45ClF5OPZr from the OMol25 dataset. Energies are from ωB97M-V/def2-TZVPD.

Geometry as XYZ:
```
85
C31H45ClF5OPZr, DFT ωB97M-V/def2-TZVPD
Zr -0.511 -0.091 1.357
Cl -2.735 0.297 1.778
P -0.400 0.197 -0.837
C -1.203 1.388 4.269
H -0.416 2.047 3.916
H -2.114 1.862 4.631
C 1.018 -0.726 -1.640
C -0.356 2.000 -1.292
C 2.408 -0.119 -1.386
H 0.986 -1.694 -1.114
C 3.508 -1.064 -1.887
H 2.482 0.849 -1.896
H 2.544 0.087 -0.323
C 3.338 -1.408 -3.371
H 4.489 -0.609 -1.710
H 3.477 -1.991 -1.295
C 1.937 -1.968 -3.642
H 3.482 -0.499 -3.971
H 4.104 -2.125 -3.690
C 0.851 -1.002 -3.147
H 1.799 -2.159 -4.713
H 1.821 -2.934 -3.128
H 0.949 -0.053 -3.687
H -0.139 -1.404 -3.375
C -1.931 -0.524 -1.643
C 0.050 2.375 -2.734
H -1.419 2.265 -1.172
C -0.265 3.858 -2.984
H 1.124 2.217 -2.865
H -0.459 1.750 -3.472
C 0.483 4.752 -1.987
H 0.004 4.124 -4.013
H -1.348 4.018 -2.884
C 0.182 4.345 -0.539
H 1.564 4.661 -2.170
H 0.222 5.805 -2.150
C 0.452 2.853 -0.298
H 0.778 4.946 0.158
H -0.874 4.552 -0.314
H 1.522 2.646 -0.437
H 0.209 2.584 0.733
C -2.058 -2.054 -1.775
H -2.701 -0.203 -0.927
C -3.493 -2.415 -2.195
H -1.355 -2.426 -2.530
H -1.819 -2.556 -0.832
C -3.890 -1.728 -3.507
H -3.586 -3.504 -2.288
H -4.183 -2.100 -1.399
C -3.698 -0.210 -3.415
H -3.267 -2.125 -4.322
H -4.931 -1.967 -3.757
C -2.267 0.146 -2.990
H -3.923 0.261 -4.379
H -4.402 0.206 -2.683
H -1.569 -0.205 -3.759
H -2.162 1.230 -2.911
C -0.343 -1.894 1.199
C -1.067 0.061 4.257
H -0.229 -2.437 0.248
C -2.105 -0.914 4.722
H -0.144 -0.380 3.880
C -1.646 -2.379 4.611
H -2.388 -0.694 5.760
H -3.001 -0.791 4.097
C -1.635 -2.911 3.171
H -0.642 -2.476 5.045
H -2.314 -3.004 5.216
C -0.288 -2.752 2.429
H -1.877 -3.981 3.182
H -2.425 -2.417 2.589
H 0.477 -2.383 3.126
H 0.050 -3.750 2.105
F 5.185 0.009 5.633
C 4.164 0.275 4.781
C 3.539 1.523 4.815
F 3.950 2.468 5.698
C 2.480 1.795 3.947
F 1.876 3.009 3.998
C 2.028 0.819 3.043
O 0.960 1.126 2.274
C 2.676 -0.423 2.991
F 2.307 -1.358 2.087
C 3.740 -0.694 3.863
F 4.362 -1.898 3.823
```

Calculated values
Charge = 0
Calculated total energy = -2631.28815 hartree
Multiplicity = 1

Now the Löwdin charges, all in e: 0.97, 0.15, 0.97, -0.01, 0.05, 0.08, -0.38, -0.40, -0.19, 0.10, -0.19, 0.10, 0.10, -0.20, 0.11, 0.12, -0.19, 0.11, 0.11, -0.20, 0.11, 0.12, 0.11, 0.07, -0.40, -0.21, 0.12, -0.19, 0.11, 0.08, -0.20, 0.11, 0.12, -0.19, 0.12, 0.11, -0.21, 0.11, 0.12, 0.12, 0.08, -0.19, 0.07, -0.19, 0.10, 0.09, -0.20, 0.11, 0.12, -0.19, 0.11, 0.11, -0.21, 0.11, 0.12, 0.10, 0.09, -0.50, -0.28, 0.03, -0.23, 0.07, -0.21, 0.12, 0.07, -0.21, 0.11, 0.11, -0.30, 0.10, 0.08, 0.08, 0.11, 0.10, -0.13, -0.12, 0.10, -0.12, 0.09, -0.25, -0.30, -0.14, 0.07, -0.12, 0.10

---

(3)
Here is a molecular structure, C8H19BBeN2O5 from the OMol25 dataset. Energies are from ωB97M-V/def2-TZVPD.

Geometry as XYZ:
```
36
C8H19BBeN2O5, DFT ωB97M-V/def2-TZVPD
O 4.513 -1.041 -2.830
O 3.361 -0.209 -2.884
C 3.419 0.564 -4.070
C 2.124 0.671 -4.663
B 0.928 -0.294 -4.174
O -0.173 0.147 -3.544
O 1.153 -1.549 -4.598
H 4.381 -1.684 -3.548
H 3.805 1.584 -3.836
H 4.128 0.192 -4.830
H 2.173 0.821 -5.748
H -0.090 0.671 -2.745
H 1.305 -2.233 -3.937
C -4.911 -0.276 3.148
C -4.179 -0.388 1.828
N -2.727 -0.109 1.957
C -2.108 0.596 2.963
C -0.785 0.636 2.670
N -0.618 -0.042 1.481
C -1.807 -0.481 1.075
C 0.671 -0.228 0.814
H -4.892 0.741 3.540
H -5.953 -0.546 2.992
H -4.491 -0.948 3.897
H -4.585 0.309 1.095
H -4.270 -1.394 1.422
H -2.652 1.003 3.795
H 0.047 1.082 3.191
H -1.999 -1.050 0.181
H 0.666 0.216 -0.179
H 0.889 -1.291 0.741
H 1.436 0.253 1.418
Be -0.086 2.048 5.247
O 3.421 0.810 2.653
H 4.095 0.612 1.995
H 3.905 0.810 3.486
```

Calculated values
Charge = +2
Calculated total energy = -840.77021 hartree
Multiplicity = 1

Now the Löwdin charges, all in e: 0.05, -0.13, -0.16, 0.38, -0.63, 0.24, 0.26, 0.12, 0.21, 0.19, 0.17, 0.12, 0.16, -0.07, -0.15, -0.03, -0.03, -0.08, -0.08, -0.02, 0.03, 0.08, 0.10, 0.09, 0.13, 0.13, 0.11, -0.03, 0.17, 0.08, 0.11, 0.07, 0.35, -0.07, 0.04, 0.05

---

(4)
Here is C2H4N4 in the gas phase from the OMol25 dataset. Energies are from ωB97M-V/def2-TZVPD.

Geometry as XYZ:
```
10
C2H4N4, DFT ωB97M-V/def2-TZVPD
C 0.435 1.536 0.689
N -0.129 0.233 0.301
N -1.124 -0.572 0.539
C -0.992 -1.495 -0.428
N 0.054 -1.277 -1.239
N 0.553 -0.185 -0.734
H -0.395 2.248 0.653
H 1.235 0.731 -0.743
H 0.816 1.464 1.710
H -1.687 -2.311 -0.562
```

Calculated values
Energy above the lowest of the compared OMol25 structures with the same formula, charge and spin = 111.01 kcal per mole
Charge = 0
Calculated total energy = -297.46740 hartree
Multiplicity = 1

Now the Löwdin charges, all in e: -0.10, -0.25, 0.14, -0.18, 0.10, -0.02, 0.01, 0.18, 0.01, 0.11

---

(5)
Here is 5 unconnected molecules or ions with the total composition C26H56FN6O from the OMol25 dataset. Energies are from ωB97M-V/def2-TZVPD.

Geometry as XYZ:
```
90
C26H56FN6O, DFT ωB97M-V/def2-TZVPD
F 28.642 0.702 -10.890
C 24.114 -2.590 -12.957
C 25.412 -1.816 -12.766
N 26.161 -2.465 -11.711
C 26.684 -3.728 -11.776
C 27.392 -3.898 -10.576
N 27.400 -2.765 -9.787
C 26.671 -1.863 -10.595
C 28.148 -2.497 -8.532
H 24.177 -3.591 -13.383
H 23.652 -2.124 -13.828
H 23.439 -2.438 -12.115
H 25.174 -0.800 -12.453
H 25.949 -1.711 -13.709
H 26.512 -4.375 -12.623
H 27.934 -4.776 -10.256
H 26.506 -0.816 -10.391
H 28.291 -3.352 -7.870
H 27.571 -1.773 -7.957
H 29.127 -2.047 -8.698
C 29.633 3.688 -14.749
C 29.323 2.469 -13.947
N 28.087 2.658 -13.316
C 27.768 3.622 -12.326
C 26.394 3.480 -12.008
N 25.811 2.496 -12.852
C 26.835 2.071 -13.645
C 24.385 2.030 -12.894
H 28.942 3.866 -15.574
H 30.565 3.573 -15.303
H 29.866 4.547 -14.121
H 29.942 2.222 -13.084
H 29.293 1.608 -14.615
H 28.454 4.360 -11.939
H 25.843 3.960 -11.213
H 26.706 1.162 -14.214
H 24.336 0.969 -13.140
H 23.855 2.622 -13.639
H 23.952 2.190 -11.907
C 33.702 -2.237 -6.437
C 32.623 -1.760 -7.432
C 33.177 -1.322 -8.813
C 32.268 -0.272 -9.553
N 32.997 0.613 -10.603
C 32.033 1.541 -11.356
C 31.786 2.757 -10.447
C 33.165 2.829 -9.707
C 33.992 1.587 -9.966
C 33.747 -0.315 -11.608
H 34.417 -2.845 -6.991
H 33.260 -2.904 -5.697
H 34.173 -1.401 -5.921
H 32.118 -0.953 -6.900
H 31.981 -2.628 -7.581
H 33.279 -2.211 -9.434
H 34.217 -0.996 -8.775
H 31.796 0.429 -8.865
H 31.504 -0.817 -10.107
H 32.667 1.981 -12.126
H 31.178 0.987 -11.744
H 31.655 3.676 -11.017
H 30.999 2.741 -9.693
H 33.561 3.729 -10.177
H 33.046 3.130 -8.667
H 34.712 1.793 -10.758
H 34.482 1.278 -9.043
H 34.456 -0.933 -11.056
H 34.214 0.282 -12.391
H 33.000 -1.014 -11.985
C 28.409 -2.074 -15.960
N 29.698 -2.704 -15.410
C 29.367 -4.133 -14.932
C 30.780 -2.793 -16.599
C 30.347 -1.929 -14.168
C 29.467 -1.698 -12.955
O 28.522 -0.718 -13.258
H 28.462 -0.988 -15.880
H 27.569 -2.484 -15.400
H 28.448 -2.382 -17.004
H 28.828 -4.602 -15.754
H 28.511 -3.979 -14.275
H 30.259 -4.620 -14.538
H 31.161 -1.786 -16.771
H 30.321 -3.150 -17.520
H 31.663 -3.255 -16.157
H 30.704 -0.996 -14.605
H 31.268 -2.417 -13.849
H 29.972 -1.559 -11.999
H 29.011 -2.652 -12.689
H 28.454 -0.196 -12.456
```

Calculated values
Charge = +3
Calculated total energy = -1526.89158 hartree
Multiplicity = 1

Now the Löwdin charges, all in e: -0.60, -0.05, -0.19, -0.06, -0.02, -0.02, -0.03, 0.04, 0.03, 0.09, 0.09, 0.10, 0.10, 0.11, 0.14, 0.14, 0.15, 0.11, 0.11, 0.08, -0.05, -0.23, -0.05, 0.03, 0.03, -0.07, 0.02, 0.04, 0.10, 0.09, 0.09, 0.11, 0.12, 0.14, 0.13, 0.14, 0.07, 0.11, 0.11, -0.09, -0.25, -0.18, -0.07, -0.24, -0.11, -0.13, -0.14, -0.08, 0.05, 0.08, 0.08, 0.08, 0.11, 0.10, 0.11, 0.10, 0.14, 0.11, 0.13, 0.10, 0.11, 0.11, 0.12, 0.12, 0.13, 0.14, 0.10, 0.11, 0.09, 0.03, -0.29, 0.03, 0.06, -0.07, -0.26, -0.10, 0.10, 0.09, 0.10, 0.12, 0.07, 0.12, 0.10, 0.11, 0.10, 0.12, 0.13, 0.12, 0.09, 0.01

---

(6)
Here is 4 unconnected molecules or ions with the total composition C35H28F10NO15P from the OMol25 dataset. Energies are from ωB97M-V/def2-TZVPD.

Geometry as XYZ:
```
90
C35H28F10NO15P, DFT ωB97M-V/def2-TZVPD
C 2.405 -7.368 2.584
C 2.882 -6.355 1.901
C 3.107 -4.945 1.153
C 3.024 -3.710 2.184
C 4.293 -3.038 2.874
C 4.180 -1.804 3.865
C 5.586 -1.206 4.442
C 6.177 -0.274 3.219
C 7.118 0.928 3.735
C 4.966 0.440 2.372
C 2.758 -1.230 4.234
N 2.672 -0.088 5.204
C 2.978 -0.521 6.425
O 3.644 -1.097 7.337
C 1.487 -1.880 3.566
C 1.604 -3.095 2.530
C 0.214 -3.638 1.873
O -0.018 -4.866 1.667
C -0.852 -2.441 1.559
C -1.673 -2.525 0.211
C -1.556 -3.693 -0.886
O -2.555 -4.745 -0.778
C -3.865 -4.288 -1.100
F -4.579 -3.744 0.043
F -4.621 -5.475 -1.465
F -3.941 -3.416 -2.231
C -2.652 -1.320 -0.059
C -2.797 -0.107 0.976
P -4.060 1.212 0.477
O -4.760 0.848 -1.075
O -3.139 2.658 0.252
C -1.966 0.004 2.320
C -2.037 1.176 3.390
F -2.544 0.575 4.626
F -2.914 2.268 3.123
C -0.588 1.867 3.741
F -0.235 1.692 5.146
F 0.459 1.477 2.839
C -0.985 -1.231 2.600
C -0.033 -1.376 3.877
O -0.335 -1.207 5.091
H 2.273 -8.317 3.232
H 4.116 -4.951 0.585
H 2.263 -4.777 0.376
H 5.340 -3.450 2.656
H 5.430 -0.482 5.322
H 6.328 -2.046 4.693
H 6.759 -0.962 2.486
H 6.527 1.781 4.254
H 8.005 0.599 4.385
H 7.578 1.421 2.774
H 4.133 0.848 3.079
H 4.498 -0.275 1.591
H 5.340 1.370 1.783
H -0.527 -4.209 -0.703
H -1.466 -3.239 -1.955
H -3.270 -1.323 -1.031
H -3.987 0.927 -1.698
H -2.184 2.394 0.305
H -0.698 3.021 3.621
C 8.290 2.664 -1.598
C 8.806 3.004 -0.237
O 8.508 1.850 0.521
C 8.536 0.818 -0.370
O 8.598 -0.339 -0.058
O 8.493 1.262 -1.659
F 8.128 4.051 0.290
H 7.224 2.882 -1.712
H 8.839 3.175 -2.391
H 9.881 3.201 -0.200
C -5.897 3.521 -2.999
C -6.702 2.765 -4.005
O -5.999 2.980 -5.211
C -4.697 3.152 -4.843
O -3.769 3.090 -5.601
O -4.578 3.395 -3.506
F -7.943 3.294 -4.131
H -6.168 4.580 -2.950
H -5.975 3.092 -1.998
H -6.774 1.691 -3.808
C -8.066 3.559 -8.319
C -9.406 4.034 -7.861
O -10.304 3.228 -8.594
C -9.640 2.058 -8.816
O -10.168 1.041 -9.168
O -8.302 2.185 -8.582
F -9.608 5.328 -8.207
H -7.734 4.052 -9.238
H -7.296 3.686 -7.556
H -9.586 3.905 -6.789
```

Calculated values
Charge = 0
Calculated total energy = -3873.31142 hartree
Multiplicity = 1

Now the Löwdin charges, all in e: 0.07, -0.10, -0.17, -0.09, 0.05, -0.09, -0.11, -0.36, -0.11, -0.10, -0.11, 0.11, -0.11, 0.09, 0.05, 0.02, -0.23, 0.05, 0.05, -0.04, -0.13, 0.02, -0.39, 0.07, 0.06, 0.08, 0.02, -0.23, 0.91, -0.34, -0.32, 0.01, -0.27, 0.02, 0.02, -0.13, -0.01, 0.00, 0.06, -0.24, 0.07, 0.06, 0.12, 0.11, 0.11, 0.11, 0.12, 0.13, 0.09, 0.08, 0.07, 0.08, 0.08, 0.08, 0.14, 0.15, 0.09, 0.05, 0.06, 0.18, -0.07, -0.32, 0.11, -0.52, 0.16, 0.08, 0.08, 0.15, 0.14, 0.18, -0.07, -0.32, 0.13, -0.53, 0.17, 0.07, 0.07, 0.15, 0.13, 0.18, -0.07, -0.33, 0.14, -0.53, 0.17, 0.08, 0.08, 0.15, 0.13, 0.17

---

(7)
Here is C10H10O2S2 in the gas phase from the OMol25 dataset. Energies are from ωB97M-V/def2-TZVPD.

Geometry as XYZ:
```
24
C10H10O2S2, DFT ωB97M-V/def2-TZVPD
C 0.524 1.222 1.791
C -0.178 0.588 0.570
S -1.831 1.537 0.420
S -2.802 0.397 -0.917
C -0.582 -0.993 0.818
C -0.034 -2.132 0.366
C -0.919 -3.178 0.833
C -1.905 -2.556 1.551
O -1.685 -1.218 1.514
C 0.613 0.859 -0.609
C 1.937 1.237 -0.752
C 2.116 1.591 -2.094
C 0.895 1.383 -2.698
O -0.001 0.961 -1.828
H 0.722 2.258 1.651
H 1.522 0.703 1.988
H -0.081 1.088 2.664
H -2.067 0.946 -1.800
H 0.963 -2.183 -0.062
H -0.660 -4.311 0.916
H -2.773 -2.892 2.008
H 2.735 1.374 -0.134
H 3.017 1.731 -2.579
H 0.474 1.587 -3.617
```

Calculated values
SMILES = CC(SS)(c1ccco1)c1ccco1
Energy above the lowest of the compared OMol25 structures with the same formula, charge and spin = 34.65 kcal per mole
Charge = 0
Calculated total energy = -1333.81831 hartree
Multiplicity = 1

Now the Löwdin charges, all in e: -0.09, -0.57, 0.55, 0.45, -0.31, -0.03, -0.06, -0.10, -0.03, -0.31, 0.00, -0.03, -0.10, -0.04, 0.07, 0.12, 0.07, -0.24, 0.12, 0.14, 0.10, 0.09, 0.08, 0.11

---

(8)
Here is a molecular structure, C15H27BaN2O4P2 from the OMol25 dataset. Energies are from ωB97M-V/def2-TZVPD.

Geometry as XYZ:
```
51
C15H27BaN2O4P2, DFT ωB97M-V/def2-TZVPD
Ba -0.047 1.493 0.112
P 2.444 -0.719 0.271
C 2.229 -0.766 -1.468
C 0.985 -1.158 -2.101
N -0.273 -0.660 -1.774
C -1.379 -1.278 -2.243
C -1.258 -2.371 -3.144
C 0.011 -2.726 -3.640
C 1.133 -2.057 -3.181
C -2.797 -0.918 -1.731
P -2.959 0.675 -0.806
H 2.149 -2.292 -3.484
H -2.191 -2.862 -3.447
H 0.114 -3.553 -4.349
H -3.442 -0.882 -2.617
H -3.152 -1.720 -1.060
H 2.332 1.229 -1.967
H 3.124 -0.659 -2.122
H 1.695 3.957 -0.691
O 1.945 2.098 -1.811
H 2.375 2.523 -2.570
H 0.424 3.221 1.898
O 0.913 4.033 -0.137
H 0.844 4.980 0.033
C -3.067 1.828 -2.238
H -4.022 1.665 -2.749
H -3.028 2.859 -1.859
H -2.236 1.674 -2.950
C -4.714 0.567 -0.304
H -4.853 1.289 0.508
H -5.379 0.811 -1.145
H -4.927 -0.450 0.078
C 1.978 -2.488 0.555
H 2.909 -3.039 0.747
H 1.297 -2.499 1.419
H 1.482 -2.867 -0.362
C 4.288 -0.802 0.327
H 4.605 -0.501 1.341
H 4.610 -1.835 0.136
H 4.734 -0.125 -0.410
O -0.311 3.252 2.542
C -0.120 2.055 3.167
C -0.493 2.129 4.545
C -0.452 0.659 4.904
C -0.034 -0.117 3.638
O 0.055 -1.325 3.471
N 0.090 0.871 2.607
H 0.256 2.759 5.043
H -1.479 2.609 4.617
H 0.313 0.509 5.673
H -1.455 0.354 5.257
```

Calculated values
Charge = +1
Calculated total energy = -1706.24562 hartree
Multiplicity = 1

Now the Löwdin charges, all in e: 1.78, 0.71, -0.46, -0.41, -0.03, -0.35, -0.05, -0.06, -0.05, -0.32, 0.71, 0.11, 0.11, 0.11, 0.09, 0.09, -0.02, 0.07, 0.04, -0.20, 0.07, 0.04, -0.19, 0.08, -0.29, 0.05, 0.03, 0.05, -0.29, 0.03, 0.05, 0.05, -0.25, 0.04, 0.01, 0.05, -0.29, 0.03, 0.04, 0.03, 0.05, -0.42, -0.09, -0.06, -0.39, 0.12, -0.04, 0.16, 0.16, 0.14, 0.14

---

Listing strongest force on any atom for the structures above in their given order: 3.42; 9.81; 3.06; 0.36; 7.76; 8.25; 3.71; 3.05 eV/A.
Listing Kohn-Sham gap for the structures above in their given order: 9.5; 7.1; 2.9; 9.0; 9.8; 7.3; 9.3; 5.0 eV.